Computed, not measured: a single CHO3PS molecule in a non-equilibrium geometry, with ωB97M-V/def2-TZVPD.

XYZ file:
```
7
Properties=species:S:1:pos:R:3:forces:R:3:nbo_charge:R:1
C -0.8912 -0.6829 -0.2062 1.554 -4.188 -1.948 0.99
O 0.3351 -0.2563 0.0639 3.446 1.943 0.942 -0.89
O -1.8234 0.0336 0.3139 -1.951 0.456 0.186 -0.63
O -1.0404 -1.7230 -0.8136 -0.603 1.356 0.421 -0.60
P 2.0885 0.1661 0.3984 -1.757 0.752 -1.309 0.98
S 2.7003 1.7462 -0.5298 -0.900 -1.678 0.864 -0.34
H -1.3689 0.7162 0.7734 0.212 1.359 0.844 0.49
```
Forces are in eV/Å.

Summary:
**E**: -1003.9733 hartree
**ΔE to the lowest compared entry with this formula, charge and spin**: 14.6 kcal/mol
**SMILES**: O=C(O)OP=S
**Lowest unoccupied orbital energy**: -2.02 eV
**HOMO level**: -10.36 eV